Entry 1:
DFT (ωB97M-V/def2-TZVPD) results for a molecular structure, C14H23Cl2IrN2S4 in a non-equilibrium geometry.

The total charge is +2. The calculation puts the calculated total energy at -3273.7297 Eh. The calculation puts the HOMO-LUMO gap at 6.55 eV. Its spin multiplicity is 1. The energy above the lowest of the compared OMol25 structures with the same formula, charge and spin is 253.18 kJ/mol.

Last column: Löwdin charge in e.
CARTESIAN COORDINATES (ANGSTROEM)
Ir 0.22536 0.32011 -0.22279  0.589
Cl -0.92067 0.99579 2.13380  0.715
Cl -5.13794 -0.25278 -0.91804  0.730
S -2.08260 -0.11626 -0.60678  0.649
S 0.09359 -1.15298 -2.15040  0.848
S 2.90422 -0.18573 -0.89120  0.865
S 0.71963 -1.72660 1.03869  0.859
N 1.69900 2.14442 0.63717  -0.089
N -0.37327 2.06476 -1.28491  -0.138
C -4.49384 0.22543 0.61138  -0.675
C 1.70065 -1.60430 -2.88414  -0.425
C -4.82761 0.89877 2.89197  -0.039
C 3.44498 -0.86526 0.67752  -0.480
C -3.46241 1.06971 3.04861  -0.079
C 1.58091 3.19128 -0.38917  -0.236
C -3.11322 0.34827 0.75285  -0.628
C 0.11255 3.34327 -0.68266  -0.195
C 2.51881 -1.88779 1.33207  -0.431
C 2.92038 -1.61826 -1.97550  -0.460
C 0.46481 -3.07368 -0.16457  -0.439
C -0.41481 -2.66118 -1.30450  -0.500
C -5.34368 0.48713 1.67169  -0.068
C -2.64679 0.79034 1.97041  -0.619
H -0.47862 -3.45628 -2.05063  0.116
H 4.43296 -1.30162 0.53122  0.103
H 2.77578 -2.90772 1.05179  0.090
H 1.34047 2.48274 1.52781  0.075
H 2.63231 -1.81606 2.41323  0.093
H -5.49205 1.09839 3.72064  0.126
H -1.39032 2.07631 -1.35669  0.059
H -0.06532 4.18736 -1.34815  0.139
H -0.44312 3.50799 0.24143  0.121
H 3.56749 0.00109 1.32588  0.074
H 2.67841 1.93424 0.80028  0.064
H 1.54990 -2.58551 -3.33687  0.109
H 2.09268 2.83967 -1.28837  0.114
H -0.00261 1.99890 -2.23033  0.108
H 3.82603 -1.56374 -2.57869  0.101
H 2.03099 4.13674 -0.08628  0.136
H -3.04187 1.40605 3.98624  0.120
H 2.98410 -2.52041 -1.37358  0.076
H -1.42289 -2.43223 -0.96889  0.027
H -6.40986 0.36617 1.53897  0.124
H -0.00539 -3.90003 0.36904  0.110
H 1.44134 -3.41194 -0.49666  0.070
H 1.83154 -0.87459 -3.68290  0.094

Entry 2:
DFT (ωB97M-V/def2-TZVPD) results for a molecular structure, C14H23EuN2PS in a non-equilibrium geometry.

The calculation puts the calculated total energy at -2106.4632 Eh. The expectation value of S² is 15.7640. The calculation puts the HOMO-LUMO gap (spin up / spin down) at 5.63 / 5.88 eV. Its spin multiplicity is 8. The energy above the lowest of the compared OMol25 structures with the same formula, charge and spin is 158.87 kJ/mol.

Last column: Löwdin charge in e.
CARTESIAN COORDINATES (ANGSTROEM)
Eu -0.47515 0.28345 2.14986  1.066
S -0.09915 0.43193 7.14749  0.799
P 1.92394 -0.64300 0.74926  0.732
N -2.72555 -1.03855 -1.35739  -0.281
N 0.26017 -0.35929 4.49341  -0.074
C 0.11540 -0.03213 5.68633  -0.847
C 2.12996 -1.34595 -0.92439  -0.269
C -2.38332 1.30117 -0.50548  -0.167
C 0.51099 3.24269 -2.06254  -0.100
C -2.56747 -0.19752 -0.19435  -0.278
C 3.41418 -1.36090 1.50317  -0.323
C -3.27670 -2.34563 -1.04653  -0.109
C 2.56721 1.04907 0.29391  -0.335
C -0.77045 2.76824 -1.77909  -0.067
C -0.97068 1.73727 -0.83077  -0.320
C 1.60925 2.72862 -1.37149  -0.066
C -1.59114 -1.10958 -2.25710  -0.084
C 1.41006 1.69477 -0.43795  -0.375
C 0.13427 1.20057 -0.19353  -0.268
H 2.62766 3.08941 -1.54614  0.102
H -2.59243 -2.96531 -0.43624  0.085
H 0.83797 -1.19288 4.27971  0.087
H -3.05419 1.58385 -1.33230  0.117
H -0.69884 -1.57693 -1.79090  0.078
H 1.84920 -2.40572 -0.90070  0.043
H 2.84729 1.57736 1.22331  0.080
H -3.48022 -2.87452 -1.98410  0.079
H 3.22940 -2.43738 1.62485  0.036
H 3.19004 -1.24958 -1.19593  0.043
H -1.65293 3.18600 -2.26997  0.100
H -1.89045 -1.72883 -3.11465  0.085
H 3.47668 0.93406 -0.31841  0.082
H -0.50529 -1.63856 1.75466  -0.208
H 1.51703 -0.81031 -1.65785  0.036
H -1.70483 -0.61876 0.40430  -0.018
H 4.26538 -1.20120 0.82506  0.034
H -3.46945 -0.32725 0.42653  0.114
H -2.75280 1.86232 0.37797  0.105
H -4.21070 -2.22062 -0.48501  0.080
H 0.65441 4.01427 -2.82234  0.095
H -1.30533 -0.10968 -2.60417  0.083
H 3.60659 -0.89496 2.47953  0.029

Entry 3:
DFT (ωB97M-V/def2-TZVPD) results for a molecular structure, C14H23EuO in a non-equilibrium geometry.

The total charge is +2. The calculation puts the calculated total energy at -1331.9219 Eh. The expectation value of S² is 12.0449. The calculation puts the HOMO-LUMO gap (spin up / spin down) at 7.56 / 5.32 eV. Its spin multiplicity is 7.

Last column: Löwdin charge in e.
CARTESIAN COORDINATES (ANGSTROEM)
Eu -0.85129 -1.30385 0.56993  1.862
O 0.24753 -3.81988 3.25156  0.150
C -0.74259 1.46305 0.30685  -0.304
C -0.44694 1.09233 1.65880  -0.312
C -1.40836 1.07633 2.79231  -0.012
C -1.38896 -1.13471 -1.79628  -0.255
C -0.21087 -1.85352 -2.37983  -0.365
C 1.46654 0.84183 0.40757  -0.211
C -2.03968 1.97401 -0.19938  -0.022
C 0.61657 1.75337 -1.86049  0.021
C 0.92375 0.69795 1.70875  -0.264
C -0.16583 -2.85251 2.73119  -0.145
C 2.90017 0.67522 0.04928  -0.005
C -0.56328 -2.51992 -3.73458  -0.066
C 0.45303 1.32620 -0.44670  -0.190
C 1.68395 0.34336 2.93477  -0.008
H -2.26719 -1.80339 -1.66849  0.072
H -0.72525 -1.87043 3.13024  0.064
H 3.35849 -0.15980 0.59784  0.093
H -1.65226 -0.18281 -2.26502  0.054
H 0.47382 2.84233 -1.96694  0.129
H -1.15256 1.87053 3.51389  0.133
H -1.98479 3.05961 -0.38149  0.118
H -0.10887 1.26490 -2.52476  0.088
H 3.48765 1.58042 0.28586  0.123
H -1.36676 -3.25241 -3.60731  0.088
H 1.97234 1.24962 3.49745  0.124
H 3.02298 0.48666 -1.02633  0.087
H -2.32794 1.49788 -1.14637  0.075
H 0.62306 -1.14319 -2.50691  0.100
H -2.44040 1.25012 2.44858  0.090
H -0.91076 -1.75949 -4.44011  0.091
H 0.16195 -2.62769 -1.66768  0.091
H 1.62233 1.52487 -2.23422  0.093
H 0.28902 -3.02677 -4.19679  0.092
H -1.41326 0.11939 3.34626  0.069
H 2.61200 -0.18904 2.68398  0.094
H 1.10521 -0.28905 3.61869  0.074
H -2.85258 1.79847 0.51589  0.083

> calculated total energy of number 1 (C14H23Cl2IrN2S4)?

-3273.7297 Eh

> Look up the spin multiplicity of the third one.

7

> Which formula does entry 1 have?

C14H23Cl2IrN2S4

> Among the records above, which one has the lowest spin multiplicity?

C14H23Cl2IrN2S4